Entry A
Computed, not measured: H24HeO12 as an isolated structure, with the ωB97M-V functional and the def2-TZVPD basis.

HOMO, eV: -10.325
Frontier orbital gap, eV: 9.945
Net charge: 0

Each line ends with the Löwdin charge.
Atoms and positions in Å:
He  -0.26  0.02  -0.17  0.201
O  -2.24  -2.11  0.95  -0.069
H  -1.71  -2.90  1.08  0.021
H  -2.27  -2.00  0.00  -0.039
O  -0.92  3.20  1.03  -0.043
H  -0.14  2.87  0.59  -0.021
H  -1.34  3.76  0.38  0.055
O  3.87  1.27  0.66  -0.059
H  2.96  1.45  0.42  -0.030
H  4.15  0.59  0.05  0.024
O  1.35  2.41  -0.15  -0.046
H  0.88  2.01  -0.88  -0.019
H  1.63  3.27  -0.48  0.081
O  0.98  -1.51  -3.17  -0.056
H  1.49  -0.93  -2.60  0.013
H  1.47  -2.33  -3.18  0.042
O  0.75  -2.36  3.83  -0.065
H  0.74  -1.67  3.17  -0.045
H  0.56  -3.16  3.35  0.016
O  -1.20  0.96  2.44  -0.057
H  -2.07  0.55  2.43  0.054
H  -1.29  1.72  1.87  -0.019
O  1.21  -0.29  2.27  -0.067
H  1.47  0.36  2.92  0.078
H  0.32  -0.04  2.02  -0.017
O  -3.74  1.12  -1.27  -0.045
H  -3.86  0.48  -1.97  0.025
H  -3.17  1.79  -1.65  0.016
O  -1.96  -2.03  -1.75  -0.044
H  -1.13  -1.78  -2.15  0.014
H  -2.11  -2.92  -2.06  0.060
O  0.22  1.58  -2.42  -0.044
H  -0.49  1.26  -2.97  0.064
H  0.96  1.71  -3.01  0.067
O  1.55  -2.01  -0.23  -0.065
H  1.93  -2.84  0.05  0.039
H  1.41  -1.52  0.58  -0.020

---

Entry B
Computed, not measured: H24HeO12 as an isolated structure, with the ωB97M-V functional and the def2-TZVPD basis.

HOMO, eV: -10.461
Frontier orbital gap, eV: 9.448
Net charge: 0

Each line ends with the Löwdin charge.
Atoms and positions in Å:
He  0.34  -0.40  -0.55  0.165
O  0.91  2.63  2.86  -0.045
H  1.83  2.40  2.75  0.045
H  0.44  1.86  2.53  -0.016
O  1.78  -1.81  1.94  -0.037
H  1.37  -2.43  2.54  0.074
H  2.40  -1.32  2.48  0.075
O  -0.94  2.71  -2.40  -0.050
H  -0.29  2.01  -2.42  -0.004
H  -0.68  3.26  -1.66  -0.009
O  0.15  3.46  0.19  -0.040
H  1.00  3.61  -0.22  0.042
H  0.37  3.13  1.07  -0.011
O  -2.29  -2.81  -0.78  -0.032
H  -3.18  -3.13  -0.88  0.065
H  -2.24  -2.51  0.13  0.053
O  -3.42  1.44  -0.68  -0.042
H  -2.54  1.61  -1.02  0.016
H  -3.83  2.30  -0.65  0.052
O  1.62  0.92  -2.94  -0.058
H  1.94  0.30  -2.28  -0.036
H  1.91  1.78  -2.62  0.026
O  -0.11  0.14  2.41  -0.052
H  0.36  -0.46  1.84  0.005
H  -0.03  -0.24  3.29  0.077
O  -2.80  0.86  2.13  -0.069
H  -2.98  1.17  1.24  -0.021
H  -1.90  0.55  2.10  -0.036
O  2.76  -0.92  -1.11  -0.070
H  3.37  -0.65  -0.42  0.046
H  2.37  -1.73  -0.78  -0.013
O  -0.95  -1.98  -2.94  -0.072
H  -1.34  -2.45  -2.20  -0.047
H  -0.25  -2.56  -3.24  0.025
O  1.83  -3.67  -0.22  -0.039
H  2.13  -3.29  0.61  -0.004
H  0.89  -3.78  -0.11  0.041

---

Relative energies, kJ/mol: entry A 0.0; entry B 24.4.

---

Entry A
Computed, not measured: an isolated ion of composition CH3FNO2S and charge -1, with the ωB97M-V functional and the def2-TZVPD basis.

HOMO, eV: -3.529
Frontier orbital gap, eV: 7.479
SMILES: N[S@@](=O)([O-])=CF
Net charge: -1

Each line ends with the Löwdin charge.
Atoms and positions in Å:
N  0.83  -0.11  -1.19  -0.089
S  0.43  0.05  0.46  0.513
O  0.89  -1.19  1.04  -0.402
O  1.29  1.19  0.84  -0.427
C  -1.31  0.60  0.73  -0.274
F  -2.21  -0.35  -0.06  -0.320
H  0.55  -0.92  -1.70  0.043
H  0.88  0.59  -1.81  -0.016
H  -1.35  0.14  1.70  -0.028

---

Entry B
Computed, not measured: a 2-piece molecular cluster, CH3FNO2S overall, with the ωB97M-V functional and the def2-TZVPD basis.

HOMO (spin up / spin down), eV: -3.365 / -3.170
Frontier orbital gap (spin up / spin down), eV: 7.243 / 7.329
Net charge: -1

Each line ends with the Löwdin charge.
Atoms and positions in Å:
C  0.12  -0.27  0.53  -0.068
N  -0.83  0.92  -1.45  -0.295
O  1.46  1.71  -2.47  -0.536
O  0.21  3.13  -0.85  -0.511
F  -0.52  -1.47  0.44  -0.109
S  0.15  2.15  -1.93  0.462
H  1.10  -0.07  0.06  0.053
H  -0.10  0.07  1.48  0.013
H  -0.67  0.15  -2.17  -0.009

---

Relative energies, kJ/mol: entry A 0.0; entry B 101.8.

---

Entry A
Computed, not measured: a 2-piece molecular cluster, C2H7OS overall, with the ωB97M-V functional and the def2-TZVPD basis.

HOMO (spin up / spin down), eV: -8.743 / -8.883
Frontier orbital gap (spin up / spin down), eV: 9.612 / 7.963
2S+1: 2
Net charge: 0

Each line ends with the Löwdin charge.
Atoms and positions in Å:
O  3.16  -0.53  0.81  -0.019
H  2.95  -1.36  0.46  0.005
C  -0.59  1.66  -0.81  -0.342
S  -0.61  -0.11  -0.58  0.681
C  -1.76  -0.72  0.86  -0.322
H  -0.11  2.27  -0.06  -0.002
H  -1.21  1.98  -1.61  -0.023
H  2.72  -0.03  0.17  -0.012
H  -0.99  -0.71  1.66  0.023
H  -2.11  -1.69  0.80  -0.009
H  -2.61  -0.13  1.11  0.020

---

Entry B
Computed, not measured: a 2-piece molecular cluster, C2H7OS overall, with the ωB97M-V functional and the def2-TZVPD basis.

HOMO (spin up / spin down), eV: -9.659 / -9.657
Frontier orbital gap (spin up / spin down), eV: 10.407 / 6.555
2S+1: 2
Net charge: 0

Each line ends with the Löwdin charge.
Atoms and positions in Å:
S  -0.65  -1.89  0.35  0.505
H  -0.57  -0.91  1.29  -0.254
C  0.08  1.40  -0.74  -0.400
O  1.00  0.53  -1.13  -0.100
C  0.28  1.67  0.88  -0.099
H  -0.96  0.96  -0.78  0.099
H  0.10  2.42  -1.17  0.112
H  0.57  -0.26  -0.70  -0.027
H  0.07  0.79  1.49  -0.012
H  -0.35  2.58  1.21  0.078
H  1.38  2.02  1.14  0.098

---

Relative energies, kJ/mol: entry A 9.1; entry B 0.0.